Record 1
{"formula": "C9H17Cl11", "method": "ωB97M-V with the def2-TZVPD basis set", "species": ["Cl", "C", "Cl", "Cl", "H", "Cl", "C", "C", "Cl", "H", "H", "H", "H", "Cl", "C", "C", "Cl", "H", "H", "H", "H", "Cl", "C", "C", "Cl", "H", "H", "H", "H", "Cl", "C", "C", "Cl", "H", "H", "H", "H"], "coordinates": [[2.147, -0.603, 0.480], [0.429, -0.593, 0.913], [-0.647, -0.222, -0.426], [0.169, 0.444, 2.330], [0.267, -1.645, 1.146], [-3.012, 1.552, -2.804], [-2.246, 1.051, -4.353], [-1.569, -0.326, -4.148], [-2.852, -1.500, -3.696], [-1.491, 1.779, -4.650], [-3.041, 0.902, -5.084], [-0.770, -0.421, -3.412], [-1.114, -0.678, -5.074], [-6.142, -3.845, -1.045], [-4.946, -2.785, -0.210], [-3.928, -3.625, 0.538], [-2.483, -2.730, 1.028], [-5.426, -2.034, 0.417], [-4.508, -2.189, -1.011], [-3.535, -4.384, -0.139], [-4.471, -4.155, 1.320], [3.015, 3.609, -1.161], [1.579, 3.170, -0.114], [0.387, 4.063, -0.410], [-0.208, 3.813, -2.066], [1.846, 3.242, 0.941], [1.356, 2.112, -0.254], [0.481, 5.126, -0.187], [-0.415, 3.831, 0.291], [6.295, -0.140, 5.564], [4.836, -0.291, 4.575], [5.208, -0.350, 3.078], [6.463, -1.503, 2.655], [4.191, 0.537, 4.868], [4.387, -1.220, 4.925], [5.432, 0.630, 2.658], [4.315, -0.622, 2.516]], "atomic_forces_ev_per_a": [[0.089, 0.369, -0.315], [0.200, -0.855, 0.117], [0.261, 0.434, 0.057], [-0.118, -0.223, -0.358], [-0.391, 0.393, 0.415], [0.180, 0.229, -0.399], [0.635, -1.267, 0.758], [-0.372, 0.041, -0.300], [0.300, -0.210, -0.099], [-0.289, 0.124, 0.017], [0.154, 0.371, 0.020], [-0.325, 0.558, 0.265], [-0.303, 0.091, -0.196], [0.197, 0.240, 0.557], [0.342, 0.900, -0.651], [-0.625, -0.940, -1.095], [-0.298, 0.235, 0.502], [-0.368, -0.468, 0.203], [0.326, -0.265, -0.004], [-0.184, -0.002, 0.005], [0.584, 0.253, 0.510], [-0.703, -0.320, 0.736], [0.238, 0.405, -0.108], [-0.368, -0.211, 0.622], [-0.044, 0.190, 0.099], [0.297, 0.392, -0.099], [-0.052, 0.201, -0.489], [0.824, 0.020, -0.596], [-0.169, -0.694, -0.171], [0.464, 0.298, 0.419], [0.527, -0.596, -0.253], [-1.486, 0.728, 0.102], [0.148, -0.134, 0.068], [-0.012, 0.002, -0.541], [-0.136, 0.036, -0.346], [0.574, 0.007, 0.392], [-0.094, -0.333, 0.158]], "e_tot_ev": -147355.6811, "lumo_energy_ev": 0.24, "largest_force_ev_per_a": 1.657, "total_charge": 0, "homo_lumo_gap_ha": 0.39842, "relative_energy_kcal_mol": 6.9, "homo_ha": -0.38948}



Record 2
{"formula": "C35H34Cl2GeN11O4SV", "method": "ωB97M-V with the def2-TZVPD basis set", "species": ["V", "C", "C", "N", "C", "C", "N", "C", "C", "C", "C", "C", "N", "C", "C", "N", "C", "C", "N", "C", "C", "C", "N", "C", "C", "H", "H", "H", "H", "H", "H", "H", "H", "H", "H", "H", "H", "C", "C", "N", "N", "C", "S", "N", "N", "H", "H", "H", "H", "H", "H", "Cl", "C", "Cl", "C", "O", "O", "H", "O", "C", "N", "C", "O", "C", "C", "C", "C", "C", "C", "H", "H", "H", "H", "C", "Ge", "C", "C", "C", "H", "H", "H", "H", "H", "H", "H", "H", "H", "H", "H"], "coordinates": [[-0.294, 0.047, 0.408], [3.585, -2.181, 3.543], [2.240, -1.893, 3.710], [1.707, -0.760, 3.271], [2.507, 0.082, 2.636], [3.861, -0.220, 2.458], [4.406, -1.338, 2.921], [1.972, 1.379, 2.129], [2.697, 2.491, 2.459], [2.320, 3.770, 1.990], [1.188, 3.832, 1.227], [0.447, 2.676, 0.944], [0.837, 1.426, 1.368], [-0.825, 2.743, 0.286], [-1.391, 3.922, -0.229], [-2.608, 3.991, -0.700], [-3.308, 2.827, -0.702], [-2.772, 1.649, -0.288], [-1.510, 1.565, 0.209], [3.083, 4.983, 2.349], [3.769, 5.079, 3.557], [4.454, 6.243, 3.863], [4.512, 7.307, 3.065], [3.861, 7.209, 1.904], [3.149, 6.091, 1.506], [4.015, -3.106, 3.911], [1.568, -2.587, 4.205], [4.504, 0.445, 1.895], [3.583, 2.372, 3.066], [0.834, 4.783, 0.859], [-0.820, 4.843, -0.244], [-4.317, 2.863, -1.090], [-3.338, 0.730, -0.344], [3.752, 4.263, 4.268], [4.983, 6.328, 4.807], [3.919, 8.074, 1.252], [2.673, 6.075, 0.534], [1.066, -3.367, -4.919], [-0.039, -3.172, -3.951], [-1.153, -3.831, -3.922], [-1.831, -3.259, -2.885], [-1.169, -2.266, -2.269], [-1.824, -1.366, -1.008], [0.008, -2.228, -2.949], [1.053, -1.342, -2.692], [0.758, -4.100, -5.661], [1.969, -3.726, -4.421], [1.297, -2.422, -5.413], [-2.745, -3.580, -2.619], [1.916, -1.796, -2.965], [0.904, -0.492, -3.272], [-3.193, 1.759, -4.170], [-1.512, 2.295, -4.464], [-1.323, 4.020, -4.079], [-0.522, 1.408, -3.666], [0.137, 0.644, -4.419], [-0.495, 1.509, -2.436], [-1.334, 2.175, -5.524], [2.786, 0.137, -0.460], [2.420, -0.983, -0.167], [1.139, -1.354, 0.214], [1.107, -2.737, 0.372], [0.165, -3.425, 0.698], [2.493, -3.274, 0.119], [2.994, -4.557, 0.201], [4.358, -4.726, -0.028], [5.177, -3.636, -0.321], [4.652, -2.349, -0.406], [3.298, -2.201, -0.184], [2.346, -5.392, 0.440], [4.792, -5.717, 0.027], [6.237, -3.792, -0.476], [5.277, -1.491, -0.623], [-4.257, 0.411, 2.705], [-3.047, -1.135, 2.566], [-3.916, -2.501, 1.459], [-2.960, -1.915, 4.380], [-1.214, -0.636, 2.159], [-5.143, 0.142, 3.286], [-4.583, 0.762, 1.724], [-3.750, 1.237, 3.207], [-4.749, -2.942, 2.011], [-3.190, -3.278, 1.211], [-4.289, -2.080, 0.525], [-3.944, -2.067, 4.831], [-2.377, -1.257, 5.027], [-2.449, -2.881, 4.334], [-0.661, -1.561, 2.368], [-0.950, 0.061, 2.962]], "atomic_forces_ev_per_a": [[-0.701, -1.617, 0.414], [0.045, 0.025, -0.023], [-0.043, -0.004, -0.022], [-0.143, 0.031, 0.098], [-0.015, -0.008, -0.154], [0.080, -0.063, -0.012], [-0.028, 0.018, 0.016], [-0.144, -0.085, -0.080], [0.132, 0.113, 0.069], [0.048, -0.010, 0.032], [0.033, 0.076, -0.127], [-0.156, -0.024, 0.153], [0.814, 1.120, 0.335], [0.094, -0.028, 0.101], [-0.160, 0.071, 0.044], [-0.016, -0.001, -0.026], [-0.030, 0.065, -0.029], [0.139, -0.082, 0.135], [-0.615, 1.253, -0.565], [-0.019, -0.066, -0.010], [0.019, -0.002, 0.046], [-0.004, 0.027, -0.024], [-0.042, -0.060, -0.040], [0.030, 0.001, 0.053], [-0.001, -0.003, -0.056], [-0.033, 0.000, 0.005], [0.035, -0.004, 0.005], [-0.031, 0.032, 0.017], [0.001, -0.010, 0.003], [-0.017, 0.002, 0.053], [0.011, -0.017, 0.008], [-0.007, -0.001, 0.008], [0.038, -0.032, -0.048], [-0.002, 0.015, 0.003], [0.000, -0.008, 0.004], [-0.002, -0.002, -0.006], [-0.004, 0.005, 0.018], [-0.017, 0.026, 0.004], [0.012, 0.084, 0.004], [0.002, 0.045, 0.063], [-0.088, -0.055, -0.028], [0.042, -0.015, 0.095], [-0.121, -0.172, -0.237], [0.097, 0.057, -0.050], [-0.062, 0.142, -0.198], [-0.002, -0.005, 0.009], [0.001, -0.004, 0.000], [-0.003, -0.003, 0.001], [-0.002, 0.004, -0.025], [0.033, -0.062, 0.071], [-0.135, -0.020, -0.033], [0.056, 0.019, 0.023], [-0.051, 0.029, 0.003], [-0.028, -0.015, 0.022], [0.142, -0.267, 0.047], [0.008, -0.028, 0.113], [0.016, 0.122, -0.056], [-0.002, 0.040, -0.043], [0.005, 0.080, 0.047], [-0.138, -0.140, -0.173], [1.076, -0.781, -0.015], [0.132, 0.283, 0.134], [-0.148, 0.003, -0.008], [-0.084, -0.015, 0.040], [0.007, -0.052, -0.014], [-0.027, 0.027, -0.008], [-0.039, 0.026, 0.008], [0.060, -0.003, -0.052], [-0.049, 0.068, -0.022], [0.014, 0.014, 0.006], [0.011, 0.012, 0.009], [-0.008, -0.016, -0.010], [-0.014, -0.014, -0.001], [-0.021, 0.026, -0.045], [0.063, 0.093, 0.155], [0.036, -0.002, -0.080], [-0.006, -0.035, 0.052], [-0.161, -0.305, -0.196], [0.009, 0.016, -0.013], [0.004, 0.009, 0.047], [-0.023, 0.005, -0.008], [0.017, 0.009, 0.000], [-0.041, -0.014, -0.011], [-0.009, -0.032, 0.003], [0.013, 0.011, -0.045], [-0.024, -0.022, 0.016], [-0.008, 0.030, 0.013], [0.088, 0.045, -0.017], [0.060, 0.024, 0.000]], "e_tot_ev": -179515.7286, "s2": 3.789, "lumo_energy_ev": [1.94, 1.63], "largest_force_ev_per_a": 1.810, "total_charge": -1, "spin_multiplicity": 4, "homo_lumo_gap_ha": [0.19521, 0.27147], "homo_ha": [-0.12398, -0.21174]}



Record 3
{"formula": "C14H23BN2O4", "method": "ωB97M-V with the def2-TZVPD basis set", "species": ["N", "C", "C", "C", "C", "C", "B", "O", "O", "C", "N", "C", "C", "C", "C", "C", "C", "C", "C", "O", "O", "H", "H", "H", "H", "H", "H", "H", "H", "H", "H", "H", "H", "H", "H", "H", "H", "H", "H", "H", "H", "H", "H", "H"], "coordinates": [[-0.971, 0.989, -2.275], [-0.183, 1.130, -1.068], [1.260, 1.487, -1.557], [1.921, 0.685, -2.693], [3.394, 1.137, -2.946], [4.389, 0.769, -1.839], [4.319, -0.856, -1.652], [3.048, -1.302, -1.199], [5.417, -1.660, -1.828], [-0.157, -0.185, -0.290], [-1.503, -0.462, 0.205], [-1.938, -1.638, 0.975], [-2.591, -1.357, 2.317], [-3.461, -0.287, 2.522], [-4.164, -0.144, 3.741], [-3.875, -1.046, 4.738], [-2.969, -2.120, 4.520], [-2.403, -2.327, 3.296], [-0.821, 2.310, -0.355], [0.004, 2.970, 0.261], [-2.190, 2.496, -0.423], [-1.938, 0.769, -2.003], [-1.023, 1.817, -2.736], [1.280, 2.626, -1.628], [1.858, 1.242, -0.648], [1.253, 0.913, -3.557], [1.834, -0.373, -2.493], [3.662, 0.666, -3.849], [3.432, 2.211, -3.126], [4.239, 1.373, -0.980], [5.390, 0.947, -2.219], [2.927, -2.194, -0.871], [5.261, -2.557, -1.520], [0.059, -0.967, -1.058], [0.639, -0.277, 0.447], [-1.922, 0.422, 0.450], [-2.585, -2.266, 0.316], [-1.019, -2.251, 1.210], [-3.733, 0.308, 1.641], [-4.866, 0.680, 3.918], [-4.420, -1.007, 5.661], [-2.715, -2.839, 5.315], [-1.727, -3.059, 3.063], [-2.413, 3.226, 0.214]], "atomic_forces_ev_per_a": [[-1.361, -4.050, 0.942], [-0.277, -0.164, -2.245], [0.766, 0.707, 2.579], [-1.556, 1.900, -0.648], [-1.487, 0.244, 0.992], [0.263, -2.392, -1.653], [-1.122, 1.124, 1.479], [1.506, 0.077, -0.041], [-0.513, 0.250, 0.111], [-0.980, -1.670, -0.779], [-0.424, 0.701, 0.025], [1.513, 0.071, -0.568], [-0.649, 0.090, -0.951], [-0.659, -0.261, -0.285], [0.822, 0.168, -0.794], [0.459, -1.158, 0.059], [-0.698, -0.206, 1.125], [-0.901, 2.836, 0.171], [2.820, -0.025, 1.938], [-2.595, 0.797, 0.071], [1.290, 0.761, 0.957], [0.483, -0.149, -0.314], [0.032, 2.992, -1.775], [0.357, -1.536, -0.483], [-0.062, 0.644, -0.444], [0.907, -0.347, 0.016], [-0.009, 0.097, -0.142], [0.642, -0.570, -1.261], [-0.165, 0.114, -0.039], [-0.195, 0.190, 1.033], [0.285, 0.381, 0.024], [0.248, -0.334, -0.099], [0.081, -0.172, -0.165], [0.131, 0.564, 0.362], [0.113, 0.525, 0.333], [-0.425, -0.472, 0.531], [0.234, 0.280, 0.615], [-0.813, 0.447, -0.388], [0.256, 0.136, 0.551], [0.261, -0.448, -0.229], [0.049, 0.138, 0.448], [-0.452, 0.520, -0.212], [1.430, -2.074, -0.093], [0.392, -0.725, -0.754]], "e_tot_ev": -26739.1219, "lumo_energy_ev": 0.20, "largest_force_ev_per_a": 4.375, "total_charge": 0, "homo_lumo_gap_ha": 0.31710, "homo_ha": -0.30977}